Computed, not measured: a 2-piece molecular cluster, C9H14 overall at a distorted geometry, with ωB97M-V with the def2-TZVPD basis set.

```
23
Properties=species:S:1:pos:R:3:forces:R:3:lowdin_charge:R:1
C 1.2838 -0.3304 0.1914 1.06 -0.06 0.48 -0.0592
C 0.1888 1.1954 3.4969 0.37 -0.26 -0.48 -0.0908
C -0.5026 2.3238 3.0495 -1.12 -0.53 0.34 -0.1054
C 0.6880 0.2948 2.5696 0.73 0.93 -0.01 -0.0581
C 0.5962 0.5554 1.1983 0.83 -0.26 -0.36 -0.2778
C -0.5618 2.6065 1.6987 0.48 -0.29 -0.21 -0.0886
C 0.0592 1.7529 0.7751 -0.77 0.85 0.57 -0.0580
H 0.4599 1.0340 4.5338 -0.52 0.08 0.10 0.1004
H -1.1894 2.8159 3.7335 0.62 0.55 0.09 0.1002
H 1.4211 -0.4298 2.8981 -0.40 -0.55 0.04 0.1103
H -1.0305 3.5071 1.3217 -0.14 -0.02 0.18 0.0998
H 1.1240 -1.4027 0.3231 -0.85 0.12 -0.37 0.0827
H 2.3780 -0.3324 0.3050 -0.04 0.57 0.22 0.0835
H 0.0884 2.1316 -0.2401 0.07 -0.59 -0.21 0.1089
H 1.1134 0.0751 -0.7965 -0.27 -0.51 -0.32 0.0489
C -0.8657 -1.3234 -2.7754 -0.65 -0.08 -0.77 -0.1730
C -0.5823 -2.6692 -3.4725 -0.55 1.27 0.18 -0.1575
H 0.0127 -0.7493 -2.4991 0.11 -0.23 0.21 0.0366
H -1.4548 -0.6802 -3.4316 0.08 0.07 -0.18 0.0594
H -1.5295 -1.4983 -1.9356 0.24 0.08 0.49 0.0618
H -1.5403 -3.0565 -3.8061 -0.12 -0.44 0.24 0.0572
H -0.1164 -3.3161 -2.7362 0.25 -0.42 -0.47 0.0592
H -0.0404 -2.5043 -4.4014 0.58 -0.27 0.24 0.0593
```
Forces are in eV/Å.

Results
- structure (SMILES) = Cc1ccccc1.CC
- molecular weight (Da) = 122.211
- LUMO level (eV) = 1.03
- electronic energy (Eh) = -351.30391
- gap between HOMO and LUMO (Ha) = 0.36788